Density functional theory data (ωB97M-V/def2-TZVPD) for a cluster of 2 separate species, CF3IS in total.

Geometry as XYZ:
```
6
Properties=species:S:1:pos:R:3:forces:R:3
C -0.13719 0.13663 -0.06245 1.4385 -1.5720 1.7089
F -1.13488 -0.59314 -0.50465 0.4016 0.3640 0.1375
F 0.67275 0.50512 -1.02619 -0.3521 -0.1941 0.3747
F -0.54343 1.15612 0.65952 0.1126 -0.4071 -0.3124
S 1.21120 -1.36194 1.52937 -1.7371 1.9377 -1.7041
I 2.40417 -2.54185 -0.08554 0.1365 -0.1286 -0.2046
```
Forces are in eV/Å.

Total charge: 0
2S+1: 1
HOMO level (alpha / beta), eV: -8.9 / -8.9
E, a.u.: -1033.523086
Gap between HOMO and LUMO (alpha / beta), eV: 7.370 / 7.369
Maximum force, eV/A: 3.1

Density functional theory data (ωB97M-V/def2-TZVPD) for a structure of composition C11H13N4RuS4.

Geometry as XYZ:
```
33
Properties=species:S:1:pos:R:3:forces:R:3
Ru 0.47517 0.15130 0.30155 0.3566 0.4550 0.5932
C -1.93722 4.24161 -3.41293 0.1622 0.0044 0.0921
C -0.59127 4.41327 -2.71329 -0.2187 -0.1262 -0.0723
N -0.60895 3.87320 -1.35308 -0.0246 0.1314 -0.1637
C -0.48797 2.58580 -1.06351 -0.0990 -0.2724 0.3663
S -0.66172 2.15606 0.65333 0.2015 -0.1604 -0.2199
N -0.29379 1.71183 -2.02480 0.0062 0.5548 -0.7352
N -0.09407 0.46186 -1.58648 -0.2426 -0.2644 -0.1906
C -0.10016 -0.55095 -2.40116 -0.0379 0.3433 -0.0188
C -0.26859 -0.43291 -3.87267 -0.0007 -0.0237 -0.0325
C 0.05166 -1.84739 -1.73721 0.0469 -0.4085 0.2039
C 0.01806 -3.06953 -2.39169 -0.0455 0.2235 -0.0738
C 0.12292 -4.23680 -1.65162 0.0395 -0.0727 0.1456
C 0.24531 -4.16638 -0.27258 -0.0307 0.0098 -0.0777
C 0.28421 -2.91891 0.32324 -0.0103 -0.1241 -0.0945
N 0.20079 -1.79530 -0.39004 0.0482 -0.3287 0.0343
H -1.92996 4.75714 -4.37288 -0.0124 -0.0166 0.0061
H -2.73951 4.65352 -2.80076 -0.0247 0.0363 -0.0539
H -2.13752 3.18480 -3.58362 -0.0417 0.0023 -0.0078
H -0.32330 5.46495 -2.63444 0.0333 -0.0017 0.0165
H 0.19282 3.89511 -3.26321 0.0385 0.0584 0.0169
H -0.86592 4.48505 -0.59728 0.0441 0.0432 0.0443
H -0.36164 0.60830 -4.16413 -0.0035 -0.0116 0.0407
H -1.15792 -0.97716 -4.19659 -0.0067 0.0104 -0.0092
H 0.59320 -0.87237 -4.37959 -0.0132 -0.0028 -0.0168
H -0.09846 -3.10737 -3.46523 0.0266 0.0215 -0.0001
H 0.11199 -5.19777 -2.14783 -0.0343 0.0119 -0.0169
H 0.31681 -5.05539 0.33662 0.0083 0.0013 -0.0091
H 0.39217 -2.80626 1.39271 0.0321 0.0258 0.0027
S 3.63806 1.86566 2.81076 0.2648 0.0761 0.2413
C 2.74314 0.92501 1.78630 -0.6254 -0.2054 -0.8923
S 1.50246 -0.15099 2.36451 0.1748 -0.0174 0.3080
S 2.79737 1.07686 0.08182 -0.0118 0.0270 0.5730
```
Forces are in eV/Å.

Total charge: +1
2S+1: 5
HOMO level (alpha / beta), eV: -11.1 / -11.7
⟨S²⟩: 6.034
E, a.u.: -2333.377925
Gap between HOMO and LUMO (alpha / beta), eV: 7.210 / 5.588
Maximum force, eV/A: 1.1

Density functional theory data (ωB97M-V/def2-TZVPD) for a cluster of 2 separate species, C4H14N2O in total.

Geometry as XYZ:
```
21
Properties=species:S:1:pos:R:3:forces:R:3
C 0.89958 -1.14987 -1.03085 0.1691 0.4401 -0.5760
C 1.23532 -0.18958 0.17952 3.2675 -2.8347 -0.9434
C 0.96203 1.23196 -0.17085 -1.1321 2.6530 -0.7722
C 0.10570 2.45279 1.83723 -0.9180 4.0475 4.7489
N -0.06368 1.72987 0.78800 -0.4616 -2.7315 -5.2184
N -0.23035 -2.11958 -0.68791 -0.1631 -2.8500 -1.5436
H 0.54363 -0.57011 -1.93512 0.3893 -0.6075 1.1315
H 1.77777 -1.73116 -1.37610 -0.6157 0.1710 0.4472
H 0.83439 -0.58776 1.13626 -0.2820 0.6747 -0.6098
H 2.38467 -0.36293 0.35066 -1.9625 0.4568 -0.3437
H 1.88216 1.92110 -0.20498 -1.3932 -1.1049 0.5286
H 0.55178 1.31744 -1.30024 0.6535 -0.1398 2.5105
H 1.06790 2.81592 2.10931 0.7208 0.0422 -0.0620
H -0.74855 3.11951 2.24643 1.2990 -1.4012 -0.8372
H -0.93989 1.23309 0.68522 0.0401 0.1830 -0.0383
H -0.19670 -2.29527 0.36693 -0.7764 0.3901 -1.8502
H -0.07950 -3.14603 -1.18747 -0.3675 3.2741 1.6094
H -1.16561 -1.73480 -1.11083 1.6062 -0.6481 1.9679
H -3.12209 -1.23441 0.23598 0.3158 0.3123 0.1644
H -3.15108 -0.14481 -0.76928 -0.4257 0.7347 -0.6105
O -2.54748 -0.55539 -0.16191 0.0364 -1.0616 0.2970
```
Forces are in eV/Å.

Total charge: +1
2S+1: 2
HOMO level (alpha / beta), eV: -8.5 / -13.3
⟨S²⟩: 0.753
E, a.u.: -345.182251
Gap between HOMO and LUMO (alpha / beta), eV: 4.715 / 9.459
Maximum force, eV/A: 6.3